1.
{"formula": "C4H3I2N", "method": "the ωB97M-V functional and the def2-TZVPD basis", "total_charge": 0, "e_homo_ev": [-4.52, -9.04], "s_squared": 2.027, "largest_force_ev_per_a": 5.42, "spin_multiplicity": 3, "mol_weight_g_mol": 318.88, "homo_lumo_gap_ha": [0.1832, 0.2716], "lumo_energy_ev": [0.5, -1.7], "elements": ["C", "C", "C", "C", "N", "I", "I", "H", "H", "H"], "xyz": [[-0.50, -1.11, -0.03], [-1.31, 0.04, 0.07], [0.80, -0.77, 0.11], [0.79, 0.75, 0.01], [-0.47, 1.13, 0.04], [2.48, -1.95, 0.00], [2.39, 1.99, 0.06], [-0.93, -2.13, -0.09], [-2.31, 0.04, -0.06], [-0.95, 2.00, -0.11]], "lowdin_charge": [-0.175, -0.077, -0.819, -0.910, -0.071, 0.854, 0.864, 0.120, 0.077, 0.138]}


2.
{"formula": "C8H17N2O4", "method": "the ωB97M-V functional and the def2-TZVPD basis", "total_charge": 1, "e_homo_ev": -13.35, "relative_energy_ev": 2.513, "largest_force_ev_per_a": 5.60, "smiles": "C[C@@H](O)[NH+]([C@@H](C)O)[C@@]1(C=O)NCCO1", "mol_weight_g_mol": 205.23, "homo_lumo_gap_ha": 0.3840, "lumo_energy_ev": -2.9, "elements": ["C", "C", "C", "C", "C", "C", "C", "C", "N", "N", "O", "O", "O", "O", "H", "H", "H", "H", "H", "H", "H", "H", "H", "H", "H", "H", "H", "H", "H", "H", "H"], "xyz": [[0.90, -2.10, 0.54], [2.57, -0.12, -1.31], [2.67, 0.67, 0.05], [0.79, -0.65, -0.03], [-0.24, 1.34, 2.01], [-2.88, -1.11, -0.12], [-0.82, 1.42, 0.61], [-1.59, -0.71, -0.81], [1.14, -0.36, -1.35], [-0.64, -0.14, 0.26], [-0.10, -2.52, 1.09], [1.81, -0.17, 0.85], [-0.01, 2.18, -0.26], [-1.71, 0.43, -1.70], [1.84, -2.69, 0.54], [3.05, 0.56, -2.14], [3.16, -1.14, -1.38], [3.61, 0.50, 0.43], [2.45, 1.75, -0.15], [0.87, 1.10, 2.09], [-0.89, 0.77, 2.71], [-0.35, 2.40, 2.42], [-3.48, -0.34, -0.15], [-2.73, -1.54, 0.87], [-3.43, -1.90, -0.56], [-1.81, 1.53, 0.40], [-0.97, -1.60, -1.13], [0.58, 0.41, -1.71], [-0.80, -0.78, 1.02], [-0.60, 2.57, -0.87], [-2.43, 0.21, -2.22]], "lowdin_charge": [-0.063, -0.134, -0.110, -0.436, 0.000, 0.028, -0.237, -0.264, 0.057, 0.064, 0.086, -0.088, 0.048, 0.037, 0.164, 0.164, 0.160, 0.097, 0.140, 0.113, 0.113, 0.119, 0.040, 0.110, 0.097, 0.126, 0.174, 0.120, 0.105, 0.092, 0.078]}


3.
{"formula": "C2H4S2", "method": "the ωB97M-V functional and the def2-TZVPD basis", "total_charge": 0, "e_homo_ev": [-6.59, -8.91], "s_squared": 2.008, "relative_energy_ev": 2.097, "largest_force_ev_per_a": 2.64, "spin_multiplicity": 3, "mol_weight_g_mol": 92.19, "homo_lumo_gap_ha": [0.2706, 0.2276], "lumo_energy_ev": [0.8, -2.7], "elements": ["C", "C", "S", "S", "H", "H", "H", "H"], "xyz": [[0.67, -0.37, -0.21], [0.00, 0.48, 0.71], [1.19, 1.40, -0.06], [-2.28, 0.33, -0.10], [1.40, -1.03, 0.29], [0.15, -0.78, -1.09], [-0.02, 0.17, 1.68], [-2.07, 1.56, -0.77]], "lowdin_charge": [-0.499, -0.849, 0.794, 0.544, 0.075, 0.064, 0.018, -0.146]}


4.
{"formula": "C3H5NS", "method": "the ωB97M-V functional and the def2-TZVPD basis", "total_charge": 0, "e_homo_ev": -7.67, "relative_energy_ev": 3.204, "largest_force_ev_per_a": 5.27, "smiles": "C=NC(C)=S", "mol_weight_g_mol": 87.15, "homo_lumo_gap_ha": 0.2561, "lumo_energy_ev": -0.7, "elements": ["C", "C", "C", "N", "S", "H", "H", "H", "H", "H"], "xyz": [[0.44, -1.25, 1.69], [0.23, 0.11, -0.37], [-0.88, 0.84, -1.11], [0.20, -0.64, 0.60], [2.10, 0.45, -1.26], [0.34, -2.23, 1.73], [0.65, -0.65, 2.47], [-0.93, 0.32, -1.99], [-1.75, 1.21, -0.51], [-0.39, 1.83, -1.25]], "lowdin_charge": [0.127, -0.558, -0.094, 0.034, 0.161, 0.051, 0.069, 0.046, 0.093, 0.071]}


5.
{"formula": "CH7N5P", "method": "the ωB97M-V functional and the def2-TZVPD basis", "total_charge": 1, "e_homo_ev": -11.57, "relative_energy_ev": 1.591, "largest_force_ev_per_a": 5.47, "mol_weight_g_mol": 120.08, "homo_lumo_gap_ha": 0.2038, "lumo_energy_ev": -6.0, "elements": ["C", "N", "N", "N", "N", "N", "P", "H", "H", "H", "H", "H", "H", "H"], "xyz": [[0.28, 0.40, 0.33], [-0.64, -0.61, -0.20], [-3.31, 0.01, 1.11], [-0.36, 1.34, 1.05], [1.47, 0.65, 0.03], [2.19, 0.04, -0.86], [-2.89, -0.45, -0.27], [-0.69, -1.38, 0.49], [-0.31, -0.96, -1.10], [0.30, 2.04, 1.39], [-0.96, 1.04, 1.88], [3.12, 0.43, -0.96], [-3.62, 0.68, 1.73], [1.81, -0.89, -1.23]], "lowdin_charge": [-0.537, -0.038, -0.233, 0.068, -0.006, 0.015, 1.082, 0.108, 0.097, 0.107, 0.106, 0.109, -0.007, 0.130]}


6.
{"formula": "C3H3CsFO3", "method": "the ωB97M-V functional and the def2-TZVPD basis", "total_charge": 1, "e_homo_ev": -13.58, "relative_energy_ev": 0.000, "largest_force_ev_per_a": 4.16, "mol_weight_g_mol": 238.96, "homo_lumo_gap_ha": 0.3708, "lumo_energy_ev": -3.5, "elements": ["H", "C", "C", "H", "F", "H", "O", "O", "O", "C", "Cs"], "xyz": [[1.71, 0.28, 4.22], [1.58, -0.45, 3.39], [2.05, -1.85, 3.63], [3.14, -1.65, 3.86], [1.98, -2.61, 2.49], [1.50, -2.32, 4.46], [0.68, -0.34, 2.58], [-1.39, 4.04, -4.11], [-1.00, 2.37, -2.56], [-1.21, 3.21, -3.33], [-0.89, -0.75, -0.58]], "lowdin_charge": [0.143, -0.191, -0.175, 0.141, -0.029, 0.144, -0.017, 0.251, 0.148, -0.397, 0.983]}